Entry from the OMol25 dataset: the ion C49H77N16O6 with charge +1 in a non-equilibrium geometry (wB97M-V/def2-TZVPD).

Geometry (Å):
O 0.434056 0.601008 3.915328
O -5.368490 -2.690731 -0.844076
O 3.402878 -0.464212 -9.050760
O -0.775641 3.012773 2.626254
O 1.522789 5.018334 1.826184
O 1.000134 0.914517 -4.323336
N -2.294178 -5.280371 0.274891
N -0.035092 -2.745317 3.292013
N -4.099094 -1.500033 1.575839
N 1.945474 -0.697397 -3.097067
N -4.732526 -4.414106 0.449926
N 0.379458 -2.372700 1.033699
N -0.063914 0.322947 1.238047
N -1.139064 -4.020481 1.798894
N 0.898709 -2.335155 -1.201626
N 1.846454 1.564065 -1.050544
N 2.974835 1.715207 -1.708964
N 2.087880 1.649857 0.215961
N -2.273741 -0.786758 2.376505
N -0.798518 -3.724144 -0.520933
N 5.070410 0.968078 1.852590
N -3.295533 -1.523375 2.625596
C -0.844403 4.267784 1.986539
C 4.441380 3.414606 2.042810
C 0.413813 6.626510 4.696048
C 3.558970 1.348865 -7.476835
C -0.268702 -3.037188 2.004778
C 2.877680 -1.284830 -2.168254
C -0.152275 1.724845 4.545089
C 0.878589 -1.601618 -3.519031
C -1.340774 0.621681 0.553184
C -4.238217 -4.982621 1.692123
C -2.993137 -5.358859 -0.988866
C 4.005852 1.960648 1.772507
C 3.401181 1.869297 0.409529
C -7.790904 -2.302499 1.267342
C 3.989136 1.921886 -0.842627
C 0.750648 -2.787887 -2.564001
C -2.388356 -0.270076 1.132716
C -3.019701 -5.868698 1.373246
C -6.757980 -0.403700 2.533938
C 0.135320 -0.627570 4.558295
C 3.908458 3.511954 4.516558
C -2.153300 1.350608 -1.760790
C 2.956793 1.594386 -3.146009
C 3.978737 -0.921097 -6.813666
C 3.638835 -0.001027 -7.801893
C 0.135648 -2.835448 -0.208353
C 0.870750 -1.768207 3.828303
C -1.210098 0.436914 -0.961974
C 4.219320 -0.491898 -5.525293
C 4.331794 1.309168 -3.768773
C -5.155570 -3.149717 0.261785
C -5.883515 0.846123 2.482665
C 4.994579 3.653311 3.452542
C -6.576770 -1.377317 1.361872
C 0.894731 6.524679 3.604357
C -5.321237 -2.257574 1.509597
C 5.611247 5.048685 3.527426
C 1.502601 6.358199 2.292205
C 2.149322 -1.678602 -0.878932
C -2.352621 0.806665 -3.173262
C -4.507121 -5.245867 -0.719498
C 3.802470 1.766714 -6.183378
C -1.585454 2.765092 -1.837074
C 0.384492 4.587349 1.120023
C 1.883613 0.562014 -3.568905
C 0.133973 2.967470 3.710715
C -3.572847 -0.732693 0.599597
C 4.132490 0.853576 -5.192111
C -1.408108 -4.295913 0.522793
H 0.703073 3.677092 0.603534
H -4.051594 -0.605246 -0.346235
H -1.587591 1.663260 0.785692
H -0.234787 -3.242586 -2.658097
H 0.447379 -0.568569 5.608446
H -1.410481 -0.606880 -1.211716
H -8.693802 -1.717828 1.115237
H -0.641801 2.751608 -2.376627
H -0.143465 0.510030 2.258618
H -5.401403 -2.829350 2.435579
H 2.787950 -2.338676 -0.278093
H 4.999431 2.080526 -1.149751
H 5.879448 1.276717 1.322685
H -2.640018 -4.540174 -1.616530
H 3.096762 4.208580 4.318094
H 1.941632 -0.789449 -0.283448
H -1.725956 4.215375 1.342233
H 0.180554 -0.704995 1.140368
H -0.011309 6.746751 5.648086
H 5.366073 0.849774 2.814314
H 3.579391 4.064241 1.883336
H -2.273380 3.418550 -2.367027
H 4.048226 -1.963588 -7.079202
H -0.603136 -3.266912 3.940993
H -7.690648 -2.989505 0.431218
H 1.459331 -1.354228 3.008982
H -5.012660 -4.782486 -1.566924
H -0.187575 0.670165 -1.259587
H -6.584731 -0.931334 3.474607
H 0.990972 7.009607 1.567752
H -1.411460 0.821523 -3.718400
H 2.580149 2.538808 -3.562365
H 3.176381 0.263214 -9.643333
H -1.413488 3.180771 -0.847536
H -7.801114 -0.082525 2.528422
H 0.011294 3.859928 4.336850
H 3.735773 2.818309 -5.946841
H -3.901675 -4.190354 2.360694
H 3.503156 2.502989 4.543360
H 1.553038 -2.269063 4.522079
H 3.229875 1.667247 2.486910
H -6.495037 -0.815672 0.426546
H -6.241395 1.570996 3.209863
H -7.905348 -2.878839 2.183393
H -4.846053 0.632315 2.721949
H 4.862739 0.536862 -3.210145
H -2.736996 -0.210965 -3.149926
H -2.362758 -5.922515 2.239860
H 0.724364 0.922598 0.877667
H 0.271207 1.848249 5.550101
H 4.318092 3.735290 5.498738
H 4.853211 5.805584 3.338922
H -3.125122 1.387207 -1.257386
H 3.322835 -2.170509 -2.634234
H 1.165561 2.935936 3.342309
H 4.931611 2.222279 -3.747307
H 5.208983 3.680950 1.309535
H -0.947413 -0.806339 4.517788
H -1.237607 1.583895 4.629530
H 3.301708 2.071379 -8.238934
H -3.319235 -6.876385 1.078769
H 6.031958 5.226229 4.513915
H 1.080309 -1.954829 -4.535875
H 3.684251 -0.601759 -1.916891
H 2.554470 6.662643 2.356762
H 5.786624 2.922258 3.656495
H -5.927786 1.305713 1.497457
H 0.096604 5.342305 0.373908
H -0.994754 5.065681 2.725525
H -0.047385 -1.023231 -3.544151
H -4.947924 -6.228055 -0.532794
H -5.023633 -5.568090 2.183932
H 6.405182 5.165171 2.792906
H -3.063871 1.423248 -3.716479
H 4.489986 -1.216122 -4.770343
H -2.768410 -6.308548 -1.484933
H 1.498119 -3.557351 -2.793401

Forces on atoms 1 to 2 (eV/Å):
0.2 0.0 -0.1
-0.1 0.3 -0.3

For the LUMO energy, the calculation gives -0.0504 Ha. The calculation puts the maximum force at 1.28 eV/Å. Its total charge is +1. The calculation puts the energy above the lowest of the compared OMol25 structures with the same formula, charge and spin at 0.7937 eV.

Results of the Löwdin charge analysis, in e, for atoms 1 through 99: number 1, O, carries -0.20; number 2, O, carries 0.07; number 3, O, carries 0.07; number 4, O, carries -0.15; number 5, O, carries -0.17; number 6, O, carries 0.08; number 7, N, carries -0.05; number 8, N, carries 0.07; number 9, N, carries -0.08; number 10, N, carries -0.02; number 11, N, carries -0.02; number 12, N, carries 0.15; number 13, N, carries 0.19; number 14, N, carries 0.19; number 15, N, carries -0.04; number 16, N, carries 0.07; number 17, N, carries -0.07; number 18, N, carries 0.05; number 19, N, carries 0.08; number 20, N, carries 0.20; number 21, N, carries 0.07; number 22, N, carries 0.08; number 23, C, carries -0.17; number 24, C, carries -0.13; number 25, C, carries 0.13; number 26, C, carries 0.00; number 27, C, carries -0.40; number 28, C, carries -0.11; number 29, C, carries -0.16; number 30, C, carries -0.08; number 31, C, carries -0.23; number 32, C, carries -0.10; number 33, C, carries -0.10; number 34, C, carries -0.34; number 35, C, carries -0.21; number 36, C, carries -0.04; number 37, C, carries 0.04; number 38, C, carries -0.11; number 39, C, carries -0.20; number 40, C, carries -0.12; number 41, C, carries -0.21; number 42, C, carries -0.18; number 43, C, carries -0.06; number 44, C, carries -0.41; number 45, C, carries -0.15; number 46, C, carries 0.00; number 47, C, carries -0.31; number 48, C, carries -0.35; number 49, C, carries -0.13; number 50, C, carries -0.13; number 51, C, carries -0.04; number 52, C, carries -0.09; number 53, C, carries -0.42; number 54, C, carries -0.09; number 55, C, carries -0.43; number 56, C, carries -0.32; number 57, C, carries -0.11; number 58, C, carries -0.16; number 59, C, carries -0.07; number 60, C, carries -0.21; number 61, C, carries -0.11; number 62, C, carries -0.06; number 63, C, carries -0.10; number 64, C, carries -0.03; number 65, C, carries -0.05; number 66, C, carries -0.18; number 67, C, carries -0.44; number 68, C, carries -0.17; number 69, C, carries 0.03; number 70, C, carries -0.25; number 71, C, carries -0.35; number 72, H, carries 0.10; number 73, H, carries 0.13; number 74, H, carries 0.14; number 75, H, carries 0.12; number 76, H, carries 0.13; number 77, H, carries 0.11; number 78, H, carries 0.09; number 79, H, carries 0.08; number 80, H, carries 0.10; number 81, H, carries 0.15; number 82, H, carries 0.14; number 83, H, carries 0.13; number 84, H, carries 0.08; number 85, H, carries 0.11; number 86, H, carries 0.07; number 87, H, carries 0.09; number 88, H, carries 0.12; number 89, H, carries 0.08; number 90, H, carries 0.03; number 91, H, carries 0.07; number 92, H, carries 0.10; number 93, H, carries 0.09; number 94, H, carries 0.12; number 95, H, carries 0.15; number 96, H, carries 0.08; number 97, H, carries 0.12; number 98, H, carries 0.13; number 99, H, carries 0.09